The following is a DFT calculation (ωB97M-V/def2-TZVPD) of the molecule C19H26N4O in a non-equilibrium geometry.

Kohn-Sham gap: 8.648 eV
energy: -28112.59000 eV
LUMO: 0.6 eV
highest occupied orbital energy: -0.297 Eh

```
! RIJCOSX wB97M-V def2-TZVPD def2/J DEFGRID3
* xyz 0 1
C 4.743 -1.306 2.645
C 3.544 -0.749 2.203
C 2.322 -1.690 1.936
C 2.262 -2.810 2.754
C 1.322 -3.524 2.460
C 0.278 -3.249 1.698
C 0.424 -2.050 1.078
C 1.576 -1.406 1.013
H 1.725 -0.534 0.459
C -0.595 -1.631 -0.225
N -1.053 -0.480 0.041
C -0.258 0.695 -0.374
O 0.828 1.061 -1.084
N -0.996 1.928 0.193
H -1.734 1.900 0.530
C -0.436 3.307 -0.006
C -1.344 4.249 -1.006
H -0.955 5.125 -1.102
H -2.441 4.153 -0.691
C -1.641 3.418 -2.330
N -2.217 2.168 -2.438
C -3.542 1.848 -1.605
N -3.971 0.644 -1.927
C -3.006 0.103 -2.555
C -1.897 0.854 -3.226
H -1.082 0.972 -3.605
H -2.927 -0.719 -3.016
H -4.126 2.580 -1.305
H -0.583 3.253 -2.738
H -2.147 4.218 -3.039
H 0.485 3.044 -0.723
H -0.155 3.845 0.685
H -1.822 -0.195 0.628
C 0.145 -1.779 -1.564
H 0.398 -2.869 -1.674
H -0.814 -1.730 -2.385
H 0.998 -1.261 -1.827
C -2.070 -2.435 0.050
H -1.782 -3.543 -0.455
H -2.671 -2.159 -0.733
H -2.445 -2.320 0.934
H -0.708 -4.032 1.716
H 1.086 -4.569 3.231
H 3.070 -3.041 3.639
C 3.505 0.520 2.123
H 2.482 1.095 2.587
H 3.284 1.043 1.094
H 4.268 1.385 2.500
H 4.975 -2.491 2.563
H 5.700 -0.836 2.874
*
```

***

The following is a DFT calculation (ωB97M-V/def2-TZVPD) of a cluster of 3 separate species, C38H63Cl2IN3O15P3S in total in a non-equilibrium geometry.

Kohn-Sham gap: 7.663 eV
energy: -147457.90673 eV
LUMO: -1.1 eV
highest occupied orbital energy: -0.324 Eh

```
! RIJCOSX wB97M-V def2-TZVPD def2/J DEFGRID3
* xyz 0 1
C 3.483 -0.766 5.846
C 4.629 -0.040 5.121
C 4.793 -0.436 3.636
O 4.439 0.691 2.806
C 4.026 0.318 1.543
C 4.884 0.397 0.474
C 6.279 0.891 0.808
P 7.428 -0.526 1.054
O 6.755 -1.798 0.764
O 7.932 -0.487 2.598
O 8.755 -0.321 0.152
C 4.501 0.021 -0.823
C 5.462 0.083 -2.014
C 6.145 1.482 -2.329
N 5.493 2.621 -1.679
N 6.027 1.735 -3.778
N 7.605 1.405 -2.113
C 3.204 -0.459 -0.947
C 2.350 -0.549 0.152
C 2.712 -0.146 1.419
C 1.817 -0.201 2.635
C 1.554 1.184 3.278
C 0.629 2.008 2.346
I 1.369 4.016 2.181
C 0.965 -1.101 -0.117
O 0.401 -1.889 0.615
C 0.344 -0.632 -1.427
C -0.995 -0.299 -1.489
P -2.149 -0.336 -0.051
S -2.390 1.502 0.604
C -1.482 0.093 -2.730
Cl -3.192 0.502 -2.767
C -0.707 0.172 -3.856
C -1.406 0.587 -5.149
Cl -1.080 -0.557 -6.508
C -1.174 2.080 -5.535
C -2.398 2.907 -5.068
C 0.677 -0.129 -3.778
P 1.836 -0.023 -5.191
O 1.862 -1.317 -5.846
O 1.432 1.092 -6.284
O 3.322 0.409 -4.696
C 1.163 -0.539 -2.537
C 2.621 -0.975 -2.263
O 3.234 -1.728 -2.985
H 3.511 -0.537 6.919
H 2.519 -0.374 5.500
H 3.466 -1.851 5.691
H 5.577 -0.150 5.659
H 4.388 1.031 5.124
H 4.240 -1.346 3.374
H 5.852 -0.654 3.471
H 6.669 1.614 0.099
H 6.260 1.402 1.780
H 7.978 -1.416 2.872
H 9.352 -1.045 0.398
H 6.203 -0.720 -1.875
H 4.907 -0.187 -2.911
H 5.212 3.268 -2.409
H 6.127 3.153 -1.095
H 5.057 1.758 -4.043
H 6.553 1.049 -4.303
H 7.762 0.644 -1.463
H 7.950 2.245 -1.662
H 0.840 -0.645 2.432
H 2.278 -0.869 3.371
H 0.998 0.976 4.206
H 2.461 1.706 3.580
H 0.618 1.532 1.361
H -0.405 1.985 2.690
H -1.640 -1.102 1.004
H -3.408 -0.793 -0.481
H -2.479 0.483 -5.004
H -1.041 2.211 -6.611
H -0.275 2.417 -5.008
H -3.339 2.398 -5.314
H -2.369 2.966 -3.974
H -2.442 3.891 -5.542
H 1.663 1.996 -6.029
H 3.269 1.374 -4.603
C 0.329 -5.353 -0.459
O -0.314 -6.046 0.591
C -0.532 -5.271 1.759
C -1.971 -5.316 2.238
O -2.947 -4.726 1.387
C -3.188 -5.299 0.109
C -3.776 -6.699 0.081
O -2.895 -7.681 0.597
C -3.440 -8.486 1.621
H 1.412 -5.505 -0.408
H -0.032 -5.759 -1.406
H 0.104 -4.283 -0.443
H -0.228 -4.231 1.606
H 0.101 -5.696 2.547
H -2.017 -4.732 3.162
H -2.268 -6.329 2.514
H -2.295 -5.232 -0.513
H -3.923 -4.639 -0.363
H -3.967 -6.958 -0.967
H -4.736 -6.709 0.608
H -4.147 -7.933 2.246
H -2.620 -8.824 2.256
H -3.934 -9.364 1.192
C -7.127 1.772 0.187
O -7.194 2.676 1.269
C -5.942 3.205 1.681
C -5.948 4.720 1.771
O -6.112 5.435 0.553
C -7.333 5.318 -0.162
C -8.581 5.864 0.511
O -8.944 5.144 1.677
C -9.112 5.937 2.833
H -7.051 0.744 0.556
H -8.050 1.865 -0.389
H -6.288 1.987 -0.482
H -5.137 2.875 1.018
H -5.740 2.804 2.681
H -4.964 5.019 2.141
H -6.663 5.072 2.516
H -7.482 4.291 -0.498
H -7.184 5.905 -1.073
H -9.412 5.763 -0.199
H -8.452 6.930 0.725
H -8.428 6.791 2.848
H -8.895 5.315 3.702
H -10.145 6.290 2.906
*
```

***

The following is a DFT calculation (ωB97M-V/def2-TZVPD) of the molecule C5H9N3 in a non-equilibrium geometry.

Kohn-Sham gap: 8.996 eV
energy: -9797.03259 eV
LUMO: 1.0 eV
highest occupied orbital energy: -0.296 Eh

```
! RIJCOSX wB97M-V def2-TZVPD def2/J DEFGRID3
* xyz 0 1
C -2.315 -0.304 -0.223
C 0.541 1.573 0.116
C 0.788 0.555 1.100
C 1.432 -0.587 0.238
C -0.032 -0.671 0.579
H -2.898 -0.055 0.549
H -2.243 -1.499 0.034
H -2.674 0.005 -1.165
H 0.857 2.606 0.060
H 1.122 0.815 2.024
H 1.889 -1.500 0.760
H 1.069 -0.545 -1.789
H 2.494 0.385 -1.318
H -0.464 -1.612 1.058
N -0.865 -0.007 -0.302
N -0.553 1.326 -0.599
N 1.850 -0.485 -1.121
*
```

***

The following is a DFT calculation (ωB97M-V/def2-TZVPD) of the ion C2H7N4 with charge +1 in a non-equilibrium geometry.

Kohn-Sham gap: 9.217 eV
energy: -8136.34323 eV
LUMO: -5.0 eV
highest occupied orbital energy: -0.521 Eh

```
! RIJCOSX wB97M-V def2-TZVPD def2/J DEFGRID3
* xyz 1 1
C 0.229 -1.011 0.878
C 1.193 -0.006 0.220
N 0.314 2.059 -0.885
N -0.974 -1.041 0.000
N -1.113 0.223 -0.507
N 0.027 0.921 -0.567
H 0.538 -2.103 0.986
H -0.022 -0.431 1.834
H 1.671 0.572 0.863
H 1.719 -0.485 -0.470
H -0.393 2.650 -1.206
H -1.095 -1.789 -0.666
H -2.094 0.439 -0.481
*
```

***

The following is a DFT calculation (ωB97M-V/def2-TZVPD) of the molecule C6H6N4O2 in a non-equilibrium geometry.

Kohn-Sham gap: 9.739 eV
energy: -16374.23668 eV
LUMO: -0.1 eV
highest occupied orbital energy: -0.361 Eh

```
! RIJCOSX wB97M-V def2-TZVPD def2/J DEFGRID3
* xyz 0 1
C 2.244 -0.477 0.280
C 0.495 1.157 -0.131
C -0.654 0.347 0.170
C -1.832 0.856 0.776
C -3.069 -0.872 -0.217
C -1.937 -1.364 -0.809
H 3.925 -0.637 -0.898
H 4.025 -1.628 0.450
H 2.478 1.304 -0.778
H -1.911 1.753 1.388
H -4.018 -1.318 -0.242
H -2.095 -2.151 -1.595
N 3.495 -0.855 -0.063
N 1.766 0.673 -0.414
N -2.979 0.136 0.689
N -0.727 -0.700 -0.714
O 1.548 -1.099 1.058
O 0.355 2.350 -0.461
*
```

***

The following is a DFT calculation (ωB97M-V/def2-TZVPD) of a cluster of 2 separate species, ClFH2Si in total in a non-equilibrium geometry.

Kohn-Sham gap (spin up / spin down): 7.902 / 9.336 eV
energy: -23147.61074 eV
LUMO (spin up / spin down): 0.7 / -2.6 eV
highest occupied orbital energy (spin up / spin down): -0.264 / -0.440 Eh

```
! RIJCOSX wB97M-V def2-TZVPD def2/J DEFGRID3
* xyz 0 3
F 3.815 0.510 -0.023
Si 2.248 0.094 0.252
Cl -3.334 0.333 0.130
H 2.608 -1.284 0.652
H -2.780 1.213 -0.609
*
```

***

The following is a DFT calculation (ωB97M-V/def2-TZVPD) of a structure of composition C4H8ClFN2 in a non-equilibrium geometry.

Kohn-Sham gap: 10.270 eV
energy: -22493.59098 eV
LUMO: 0.7 eV
highest occupied orbital energy: -0.352 Eh

```
! RIJCOSX wB97M-V def2-TZVPD def2/J DEFGRID3
* xyz 0 1
C -0.908 -0.435 -0.515
C -0.381 1.001 -0.230
C 1.009 0.477 -0.450
C 0.363 -0.819 0.102
H -2.476 -0.891 0.986
H -1.863 -2.130 0.080
H -0.886 -0.517 -1.593
H -0.523 1.321 0.951
H -0.805 1.676 -0.985
H 1.075 0.410 -1.706
H 1.911 2.099 0.145
H 2.095 0.672 1.515
N -2.189 -1.012 0.024
N 2.110 0.989 0.220
F 0.059 -0.580 1.590
Cl 1.408 -2.262 -0.133
*
```

***

The following is a DFT calculation (ωB97M-V/def2-TZVPD) of the ion C6H16NO with charge +1 in a non-equilibrium geometry.

Kohn-Sham gap: 10.281 eV
energy: -10010.05707 eV
LUMO: -3.4 eV
highest occupied orbital energy: -0.503 Eh

```
! RIJCOSX wB97M-V def2-TZVPD def2/J DEFGRID3
* xyz 1 1
C -0.924 -1.707 1.055
C -0.115 -0.043 2.762
C 1.389 -0.604 -1.613
C -1.089 0.450 -1.524
C -0.611 -0.206 1.344
C 0.369 0.454 -1.106
N 1.025 1.880 -1.263
O 0.437 0.470 0.653
H -1.606 -2.101 1.694
H -1.091 -1.787 -0.020
H -0.016 -2.153 1.221
H 0.235 0.974 2.848
H 0.633 -0.808 2.799
H -0.717 -0.143 3.581
H 0.950 -1.606 -1.623
H 1.536 -0.428 -2.715
H 2.319 -0.473 -1.107
H -1.639 1.157 -0.828
H -1.079 0.758 -2.563
H -1.463 -0.606 -1.323
H -1.460 0.464 0.967
H 0.378 2.548 -1.076
H 1.398 1.910 -2.231
H 1.602 1.889 -0.420
*
```

***

The following is a DFT calculation (ωB97M-V/def2-TZVPD) of a structure of composition C20H10N5O2S2TeW.

Kohn-Sham gap (spin up / spin down): 5.831 / 5.817 eV
energy: -63230.18237 eV
LUMO (spin up / spin down): -5.7 / -5.7 eV
highest occupied orbital energy (spin up / spin down): -0.423 / -0.422 Eh

```
! RIJCOSX wB97M-V def2-TZVPD def2/J DEFGRID3
* xyz 1 1
W 0.164 -1.272 -0.900
O -2.794 3.387 3.980
C -2.899 2.612 3.095
O -3.821 2.041 2.344
C -2.273 1.699 2.139
C -1.747 2.149 0.857
C -1.154 1.276 0.030
N -0.965 -0.062 0.329
C -1.330 -0.475 1.607
C -1.932 0.327 2.496
C -0.900 -1.850 1.903
C -1.151 -2.527 3.087
C -0.633 -3.793 3.263
C 0.130 -4.366 2.251
C 0.329 -3.656 1.093
N -0.187 -2.424 0.921
C -0.651 1.615 -1.303
C -0.719 2.878 -1.866
C -0.261 3.077 -3.150
C 0.237 1.992 -3.864
C 0.290 0.765 -3.256
N -0.121 0.570 -1.977
H -1.865 3.187 0.586
H -2.166 -0.020 3.491
H -1.741 -2.061 3.862
H -0.816 -4.332 4.183
H 0.560 -5.352 2.355
H 0.908 -4.056 0.273
H -1.132 3.697 -1.296
H -0.300 4.060 -3.599
H 0.591 2.093 -4.879
H 0.678 -0.094 -3.776
S 2.130 -0.622 0.408
C 2.897 -0.553 -1.149
S 2.067 -1.650 -2.233
C 3.821 0.345 -1.552
C 4.200 0.419 -2.933
N 4.451 0.509 -4.051
C 4.361 1.302 -0.629
N 4.775 2.080 0.107
Te -1.035 -2.914 -2.246
*
```

***

The following is a DFT calculation (ωB97M-V/def2-TZVPD) of the ion C9H16NOS with charge +1 in a non-equilibrium geometry.

Kohn-Sham gap (spin up / spin down): 6.557 / 6.555 eV
energy: -23957.55385 eV
LUMO (spin up / spin down): -4.9 / -4.9 eV
highest occupied orbital energy (spin up / spin down): -0.422 / -0.422 Eh

```
! RIJCOSX wB97M-V def2-TZVPD def2/J DEFGRID3
* xyz 1 1
C 0.358 1.093 -1.707
C 0.834 0.855 -0.463
C -0.943 0.562 -2.214
C -1.401 -1.459 1.322
C -0.140 -2.228 1.104
C -1.230 -0.304 0.326
C 1.104 1.930 -2.694
C 2.172 1.352 -0.006
C -1.602 -1.022 2.770
N 0.164 0.077 0.469
O 0.577 -2.604 2.109
S -1.485 -0.951 -1.373
H -1.742 1.303 -2.113
H -0.861 0.296 -3.269
H -2.254 -2.079 1.016
H 0.097 -2.534 0.089
H -1.931 0.526 0.472
H 0.413 2.386 -3.398
H 1.799 1.312 -3.264
H 1.678 2.713 -2.208
H 2.971 0.871 -0.570
H 2.327 1.147 1.053
H 2.262 2.426 -0.157
H -1.737 -1.896 3.402
H -2.490 -0.401 2.851
H -0.749 -0.463 3.147
H 0.455 0.240 1.424
H 1.351 -3.147 1.883
*
```

***

The following is a DFT calculation (ωB97M-V/def2-TZVPD) of a cluster of 10 separate species, C64H72Br2N11O4 in total in a non-equilibrium geometry.

Kohn-Sham gap: 6.605 eV
energy: -232191.21499 eV
LUMO: -4.2 eV
highest occupied orbital energy: -0.396 Eh

```
! RIJCOSX wB97M-V def2-TZVPD def2/J DEFGRID3
* xyz 1 1
C 7.357 -2.657 0.510
C 6.115 -1.828 0.185
O 5.831 -1.592 -0.955
O 5.340 -1.372 1.223
C 5.960 -0.245 1.858
C 4.860 0.611 2.493
C 4.206 1.437 1.358
C 2.869 2.057 1.800
C 1.843 2.067 0.696
C 2.150 2.041 -0.685
C 1.025 2.092 -1.541
C 1.236 2.031 -3.030
Br 0.253 0.564 -3.801
C 1.970 2.894 -3.731
C 2.712 4.065 -3.117
Br 2.118 2.627 -5.627
N -0.241 2.137 -1.205
N -0.498 2.121 0.082
C -1.921 2.111 0.461
C -2.435 0.687 0.146
C -1.794 -0.391 1.031
C -2.605 -1.705 1.009
O -1.710 -2.834 1.101
C -1.692 -3.516 -0.114
C -1.086 -2.826 -1.328
O -2.163 -4.612 -0.183
C 0.470 2.103 0.975
H 8.257 -2.045 0.524
H 7.463 -3.387 -0.291
H 7.223 -3.222 1.435
H 6.423 0.376 1.079
H 6.717 -0.547 2.586
H 4.092 -0.060 2.886
H 5.270 1.259 3.264
H 4.920 2.202 1.041
H 4.112 0.750 0.510
H 3.035 3.090 2.103
H 2.481 1.469 2.626
H 3.166 1.976 -1.039
H 3.299 4.536 -3.907
H 3.447 3.693 -2.406
H 2.052 4.818 -2.689
H -2.494 2.834 -0.113
H -2.001 2.306 1.529
H -3.522 0.633 0.180
H -2.096 0.480 -0.875
H -1.740 -0.057 2.073
H -0.782 -0.654 0.718
H -3.212 -1.792 0.103
H -3.274 -1.753 1.867
H -1.161 -3.530 -2.156
H -1.681 -1.950 -1.601
H -0.038 -2.562 -1.189
H 0.168 2.120 2.017
N 5.965 5.018 -4.896
C 6.976 5.812 -4.541
C 7.457 6.845 -5.330
C 6.858 7.067 -6.559
C 5.807 6.253 -6.947
C 5.402 5.248 -6.083
H 7.418 5.601 -3.573
H 8.280 7.458 -4.989
H 7.205 7.864 -7.204
H 5.313 6.392 -7.898
H 4.583 4.587 -6.343
N -1.398 -3.058 -5.791
C -1.439 -2.048 -4.927
C -2.614 -1.513 -4.423
C -3.816 -2.059 -4.840
C -3.797 -3.110 -5.740
C -2.565 -3.569 -6.184
H -0.479 -1.651 -4.607
H -2.587 -0.693 -3.717
H -4.756 -1.670 -4.465
H -4.713 -3.566 -6.089
H -2.499 -4.392 -6.886
N 3.130 2.553 4.745
C 2.710 3.769 5.098
C 2.400 4.130 6.399
C 2.531 3.173 7.393
C 2.964 1.903 7.050
C 3.251 1.647 5.720
H 2.619 4.487 4.288
H 2.065 5.132 6.627
H 2.299 3.413 8.421
H 3.075 1.131 7.797
H 3.596 0.667 5.407
N -6.422 -3.443 -1.627
C -7.023 -4.097 -0.632
C -6.350 -4.880 0.294
C -4.975 -4.998 0.180
C -4.332 -4.328 -0.849
C -5.099 -3.567 -1.718
H -8.100 -3.978 -0.583
H -6.892 -5.384 1.083
H -4.411 -5.601 0.880
H -3.259 -4.396 -0.975
H -4.637 -3.025 -2.535
N -3.872 6.792 -0.110
C -2.847 6.053 -0.527
C -2.626 5.718 -1.854
C -3.526 6.176 -2.804
C -4.599 6.946 -2.390
C -4.725 7.225 -1.036
H -2.171 5.716 0.254
H -1.773 5.115 -2.137
H -3.391 5.937 -3.852
H -5.323 7.323 -3.098
H -5.548 7.827 -0.668
N 1.498 -6.747 -0.501
C 1.811 -7.938 -1.011
C 0.875 -8.837 -1.496
C -0.464 -8.482 -1.447
C -0.813 -7.249 -0.919
C 0.204 -6.423 -0.464
H 2.869 -8.175 -1.028
H 1.187 -9.789 -1.902
H -1.225 -9.158 -1.815
H -1.845 -6.938 -0.862
H -0.014 -5.456 -0.046
N -9.898 -0.563 3.337
C -8.831 -1.183 2.836
C -8.689 -1.513 1.498
C -9.715 -1.185 0.627
C -10.834 -0.542 1.129
C -10.875 -0.254 2.485
H -8.053 -1.424 3.554
H -7.797 -2.015 1.146
H -9.643 -1.426 -0.426
H -11.659 -0.268 0.485
H -11.730 0.251 2.920
N 3.916 -2.281 -6.129
C 2.986 -3.206 -5.892
C 2.724 -3.729 -4.634
C 3.472 -3.271 -3.562
C 4.446 -2.311 -3.789
C 4.624 -1.852 -5.085
H 2.427 -3.539 -6.759
H 1.954 -4.478 -4.501
H 3.300 -3.656 -2.564
H 5.056 -1.927 -2.983
H 5.373 -1.099 -5.309
N 0.687 0.715 9.477
C 0.253 1.923 9.837
C -0.060 2.275 11.140
C 0.081 1.316 12.129
C 0.529 0.053 11.777
C 0.818 -0.193 10.444
H 0.152 2.640 9.029
H -0.406 3.273 11.373
H -0.154 1.549 13.160
H 0.652 -0.724 12.518
H 1.174 -1.167 10.124
*
```